1.
Formula: C6H9N
Source: the Open Molecules 2025 dataset
Level of theory: ωB97M-V/def2-TZVPD

Geometry as XYZ:
```
16
Properties=species:S:1:pos:R:3:nbo_charge:R:1
C 1.814 0.930 -0.068 -0.03
C -0.735 -1.135 0.163 -0.45
C 1.275 0.264 -1.048 -0.28
C -1.421 0.142 0.529 -0.17
C 0.799 -0.837 -0.095 -0.05
C -2.232 0.885 -0.218 -0.39
N 1.415 -0.043 1.021 -0.63
H 2.514 1.772 0.028 0.20
H -0.835 -1.886 0.894 0.22
H -1.102 -1.701 -0.772 0.21
H 1.206 0.711 -2.093 0.22
H -1.275 0.507 1.520 0.21
H 1.430 -1.611 -0.370 0.20
H 2.285 -0.543 1.398 0.35
H -2.514 0.784 -1.239 0.20
H -2.623 1.760 0.349 0.19
```

The value obtained for the HOMO energy is -8.9 eV. The LUMO energy is 0.04112 Ha. The value obtained for the HOMO-LUMO gap is 10.0 eV. As for the net charge: 0. As for the multiplicity: 1.

---

2.
Formula: C3H3N3
Source: the Open Molecules 2025 dataset
Level of theory: ωB97M-V/def2-TZVPD

Geometry as XYZ:
```
9
Properties=species:S:1:pos:R:3:nbo_charge:R:1
C 0.610 0.789 -0.194 0.10
C 1.143 -0.575 0.016 -0.03
C -1.413 0.047 -0.091 0.22
H 1.402 1.629 -0.299 0.18
H 2.286 -0.646 0.335 0.23
H -2.516 0.378 0.456 0.19
N 0.225 -1.469 -0.071 -0.22
N -1.139 -1.256 -0.151 -0.23
N -0.598 1.103 0.000 -0.44
```

The SMILES is c1cnncn1. The value obtained for the HOMO energy is -9.5 eV. The LUMO energy is -0.00429 Ha. The value obtained for the HOMO-LUMO gap is 9.4 eV. As for the net charge: 0. As for the multiplicity: 1.

---

3.
Formula: C4H7N2S
Source: the Open Molecules 2025 dataset
Level of theory: ωB97M-V/def2-TZVPD

Geometry as XYZ:
```
14
Properties=species:S:1:pos:R:3:nbo_charge:R:1
C 0.022 1.915 0.058 0.41
C 1.587 0.339 -0.212 0.03
C 0.285 -0.270 -0.517 -0.16
C -0.071 -1.667 0.200 -0.57
N -0.640 0.848 -0.349 -0.48
N 1.338 1.695 0.171 -0.54
S 3.067 -0.339 -0.003 0.15
H -0.366 2.818 0.259 0.24
H 0.349 -0.477 -1.533 0.26
H -0.219 -1.373 1.203 0.22
H 0.878 -2.108 0.262 0.26
H -0.973 -2.083 -0.213 0.24
H -1.619 0.580 -0.364 0.46
H 2.068 2.394 0.293 0.47
```

The SMILES is C[C@H]1NC=[NH+]C1=S. The value obtained for the HOMO energy is -13.4 eV. The LUMO energy is -0.18766 Ha. The value obtained for the HOMO-LUMO gap is 8.3 eV. As for the net charge: +1. As for the multiplicity: 1.

---

4.
Formula: C27H43BBr48N3O4
Source: the Open Molecules 2025 dataset
Level of theory: ωB97M-V/def2-TZVPD

Geometry as XYZ:
```
126
Properties=species:S:1:pos:R:3:lowdin_charge:R:1
C -1.755 -6.295 0.330 -0.08
C -3.146 -6.316 -0.276 -0.27
O -3.336 -5.401 -1.344 -0.15
C -2.489 -5.637 -2.448 -0.21
C -2.922 -4.757 -3.595 -0.13
O -3.226 -3.429 -3.179 -0.07
C -2.213 -2.488 -3.193 -0.36
N -0.918 -2.990 -2.816 0.04
C 0.058 -1.922 -3.000 -0.21
C -0.190 -0.775 -2.041 -0.13
B 0.822 0.475 -2.212 -0.58
N 1.606 0.819 -3.398 0.18
O 0.887 1.252 -1.122 0.17
N -1.619 -0.303 -2.207 0.12
C -2.700 -1.372 -2.261 -0.18
C -3.077 -1.826 -0.857 -0.07
C -4.557 -1.674 -0.498 -0.40
C -5.555 -2.227 -1.495 -0.03
O -4.829 -0.302 -0.190 -0.03
H -1.062 -6.922 -0.233 0.08
H -1.798 -6.635 1.362 0.03
H -1.348 -5.280 0.329 0.07
H -3.869 -6.030 0.489 0.12
H -3.416 -7.332 -0.588 0.11
H -2.556 -6.685 -2.769 0.14
H -1.445 -5.431 -2.182 0.11
H -2.165 -4.766 -4.383 0.13
H -3.854 -5.136 -4.014 0.14
H -2.096 -2.062 -4.204 0.16
H -0.921 -3.286 -1.842 0.12
H -0.008 -1.573 -4.034 0.08
H 1.062 -2.317 -2.867 0.09
H -0.084 -1.123 -1.010 0.16
H 2.235 0.081 -3.706 0.09
H 1.059 1.090 -4.211 0.04
H 1.474 2.006 -1.271 0.10
H -1.695 0.275 -3.055 0.03
H -1.828 0.311 -1.415 0.18
H -3.547 -0.895 -2.759 0.10
H -2.748 -2.852 -0.675 0.12
H -2.545 -1.194 -0.138 0.13
H -4.691 -2.218 0.439 0.15
H -5.339 -1.952 -2.529 0.07
H -6.542 -1.842 -1.237 0.09
H -5.591 -3.315 -1.441 0.09
H -4.975 0.183 -1.011 0.06
C -2.270 -9.552 3.872 -1.66
Br -3.281 -9.216 2.274 0.58
Br -1.007 -10.971 3.620 0.59
Br -1.426 -7.951 4.516 0.57
H -2.969 -9.874 4.631 -0.13
C 1.531 2.278 2.153 -1.65
Br 1.727 3.933 1.195 0.56
Br 2.723 2.203 3.651 0.59
Br -0.296 1.972 2.674 0.58
H 1.802 1.481 1.476 -0.05
C -5.974 -11.212 6.080 -1.63
Br -7.339 -9.890 5.836 0.57
Br -5.573 -12.130 4.440 0.58
Br -4.394 -10.454 6.875 0.62
H -6.355 -11.946 6.775 -0.03
C 4.611 7.143 0.327 -1.66
Br 5.504 5.505 0.775 0.55
Br 2.932 6.792 -0.546 0.53
Br 4.384 8.271 1.859 0.60
H 5.237 7.670 -0.380 -0.09
C -3.506 2.586 -4.659 -1.57
Br -3.979 3.630 -6.185 0.59
Br -4.925 1.406 -4.122 0.65
Br -1.864 1.597 -4.993 0.64
H -3.304 3.255 -3.834 -0.01
C 2.458 3.591 7.810 -1.64
Br 1.203 2.142 7.713 0.58
Br 4.215 3.047 7.253 0.57
Br 1.864 5.120 6.810 0.59
H 2.529 3.893 8.846 -0.03
C 1.476 -4.551 -6.266 -1.61
Br 0.425 -2.981 -6.648 0.59
Br 1.886 -4.695 -4.396 0.60
Br 0.609 -6.133 -6.916 0.61
H 2.410 -4.446 -6.798 -0.02
C 5.216 6.626 8.614 -1.66
Br 4.335 7.029 10.274 0.56
Br 5.710 8.221 7.668 0.59
Br 6.722 5.468 8.878 0.54
H 4.504 6.095 7.997 -0.10
C 2.033 -9.365 -5.246 -1.68
Br 2.001 -11.280 -5.313 0.60
Br 1.452 -8.705 -3.536 0.54
Br 3.758 -8.661 -5.711 0.57
H 1.331 -9.000 -5.982 -0.07
C 9.775 7.012 11.729 -1.64
Br 10.035 5.164 11.277 0.57
Br 10.359 8.164 10.305 0.60
Br 7.954 7.373 12.209 0.57
H 10.390 7.223 12.592 -0.03
C -4.200 6.956 -8.644 -1.67
Br -4.156 8.230 -10.071 0.60
Br -5.280 7.558 -7.176 0.56
Br -4.758 5.211 -9.246 0.56
H -3.186 6.872 -8.281 -0.13
C -0.945 9.927 -7.201 -1.62
Br 0.167 10.354 -8.702 0.60
Br -2.642 10.812 -7.288 0.59
Br -1.167 8.017 -7.027 0.61
H -0.439 10.267 -6.309 -0.03
C -11.216 -11.151 7.948 -1.65
Br -12.194 -10.815 6.331 0.58
Br -9.931 -12.561 7.710 0.56
Br -10.403 -9.549 8.627 0.56
H -11.924 -11.490 8.690 -0.03
C 1.265 5.066 -6.903 -1.65
Br -0.533 4.382 -6.778 0.50
Br 2.420 4.209 -5.624 0.58
Br 1.938 4.944 -8.689 0.61
H 1.223 6.114 -6.640 -0.06
C 11.229 11.945 10.131 -1.68
Br 10.849 12.191 8.264 0.56
Br 13.117 11.814 10.456 0.57
Br 10.420 13.315 11.205 0.58
H 10.786 11.005 10.426 -0.11
C 8.148 6.773 -2.469 -1.63
Br 8.945 5.048 -2.218 0.59
Br 6.361 6.632 -3.177 0.57
Br 8.180 7.814 -0.858 0.60
H 8.737 7.303 -3.203 -0.03
```

The value obtained for the HOMO energy is -11.0 eV. The LUMO energy is -0.10779 Ha. The value obtained for the HOMO-LUMO gap is 8.0 eV. As for the net charge: +1. As for the multiplicity: 1.